[1]
The ion C7H16N with charge +1, computed with ωB97M-V/def2-TZVPD.

Each line ends with the Löwdin charge.
Element x y z (Å)
C: 2.64258 -0.62122 -0.14717  -0.025
C: 1.23027 -0.51613 0.37848  -0.319
C: 0.19363 -1.45134 -0.25541  -0.151
C: -0.69524 -0.74597 -1.28327  -0.177
C: -2.56537 2.46078 -0.08795  -0.091
C: -2.11124 1.03570 -0.25837  -0.151
C: -1.06601 0.70527 -0.99742  -0.151
N: 1.27215 -0.81768 1.87927  0.214
H: 3.01026 0.36273 -0.43545  0.092
H: 2.84675 -1.22558 -1.03412  0.100
H: 3.36272 -0.98080 0.58770  0.087
H: 0.82462 0.48470 0.36014  0.125
H: 0.67210 -2.33685 -0.65350  0.118
H: -0.43916 -1.89172 0.53533  0.119
H: -1.62927 -1.25245 -1.49423  0.117
H: -0.13123 -0.74283 -2.22248  0.118
H: -2.82697 2.83439 -1.07509  0.083
H: -3.40339 2.65536 0.57633  0.074
H: -1.76673 3.10000 0.27816  0.073
H: -2.75846 0.25000 0.12713  0.113
H: -0.39635 1.44112 -1.43096  0.119
H: 1.71350 -0.07196 2.41812  0.178
H: 0.30798 -0.94984 2.19394  0.163
H: 1.71286 -1.72567 2.04083  0.173

Maximum force in eV/A: 1.473
Structure (SMILES): C/C=C/CC[C@H](C)[NH3+]
ΔE to the lowest compared entry with this formula, charge and spin in kcal per mole: 22.24
Orbital gap in eV: 9.24
Molar mass in g/mol: 114.212
HOMO in eV: -12.70
Net charge: +1

=====

[2]
The ion C7H16N with charge +1, computed with ωB97M-V/def2-TZVPD.

Each line ends with the Löwdin charge.
Element x y z (Å)
C: 1.95804 -0.29420 -2.03946  -0.067
C: 1.21249 0.11516 -0.87426  -0.332
C: 0.46976 -0.95954 -0.09745  -0.147
C: -0.75799 -0.45988 0.68690  -0.323
C: -0.80425 -0.92593 1.92136  0.048
C: -1.71282 0.47338 -0.07098  -0.217
C: -3.05462 0.84208 0.61242  -0.092
N: 2.22391 0.86509 0.14825  0.221
H: 2.56443 0.39470 -2.52357  0.067
H: 2.68256 -1.13799 -1.90490  0.125
H: 1.19986 -0.58738 -2.77678  0.120
H: 0.60221 1.08672 -1.10234  0.162
H: 0.04914 -1.72648 -0.86727  0.167
H: 1.17090 -1.62878 0.51245  0.146
H: -1.71942 -0.87751 2.58377  0.093
H: -0.09626 -1.62668 2.35558  0.068
H: -1.21193 1.39827 -0.58770  0.121
H: -2.00682 -0.03020 -1.06096  0.136
H: -3.36096 1.77086 0.17749  0.061
H: -3.93233 0.20777 0.52773  0.077
H: -2.80254 0.85201 1.72037  0.084
H: 2.65406 1.61451 -0.40565  0.163
H: 2.94919 0.23019 0.48505  0.161
H: 1.82686 1.25784 0.99781  0.160

Maximum force in eV/A: 4.076
Structure (SMILES): C=C(CC)C[C@H](C)[NH3+]
ΔE to the lowest compared entry with this formula, charge and spin in kcal per mole: 41.14
Orbital gap in eV: 9.70
Molar mass in g/mol: 114.212
HOMO in eV: -13.16
Net charge: +1

=====

[3]
A cluster of 2 separate species, C7H16N in total, computed with ωB97M-V/def2-TZVPD.

Each line ends with the Löwdin charge.
Element x y z (Å)
C: -2.26420 -0.94291 -1.08716  -0.041
C: -0.82423 -1.15487 -0.63804  0.117
C: -0.47540 -0.97726 0.81924  -0.119
C: 0.37246 0.29233 1.00756  -0.312
C: -0.20811 1.42959 1.51252  0.109
C: 1.70058 0.29075 0.31873  -0.217
C: 2.89735 -0.50418 0.94485  -0.067
N: -0.98026 1.58949 -1.47436  0.082
H: -2.26255 -0.30004 -1.97718  0.099
H: -2.86354 -0.43129 -0.43816  0.068
H: -2.82443 -1.82080 -1.45875  0.136
H: -0.40615 -2.09155 -1.07701  0.164
H: -0.08088 -1.88754 1.29818  0.150
H: -1.40228 -0.86129 1.32078  0.116
H: 0.45548 2.27456 1.52191  0.076
H: -1.27028 1.70408 1.52585  0.090
H: 1.92196 1.30720 0.18133  0.091
H: 1.41386 -0.11742 -0.67100  0.108
H: 2.56096 -1.27176 1.71884  0.089
H: 3.51004 0.18048 1.58959  0.086
H: 3.59063 -0.99652 0.21541  0.085
H: -0.89223 0.58331 -1.11491  -0.021
H: -1.61985 1.86913 -2.21110  0.055
H: -0.04893 1.83649 -1.82712  0.057

Maximum force in eV/A: 5.800
ΔE to the lowest compared entry with this formula, charge and spin in kcal per mole: 132.46
Orbital gap in eV: 5.65
Molar mass in g/mol: 114.212
HOMO in eV: -13.33
Net charge: +1

=====

[4]
A cluster of 2 separate species, C7H16N in total, computed with ωB97M-V/def2-TZVPD.

Each line ends with the Löwdin charge.
Element x y z (Å)
C: 0.22985 1.92397 -2.82058  -0.059
C: 0.43441 2.24114 -1.35156  -0.191
C: -1.03792 1.07745 0.22145  0.207
N: 0.00174 1.09037 -0.54721  0.047
H: 0.84274 1.04289 -3.04580  0.086
H: -0.83084 1.70534 -3.04988  0.097
H: 0.57512 2.77413 -3.43108  0.099
H: 1.48031 2.37327 -1.05182  0.140
H: -0.16327 3.11149 -1.03288  0.134
H: -1.29979 0.22671 0.80683  0.062
H: -1.58190 2.03450 0.31032  0.139
H: 0.49742 0.20562 -0.65678  0.135
C: 0.60937 -1.21633 1.57598  -0.167
C: -0.42323 -2.02712 1.16712  -0.193
C: -1.81721 -2.02608 1.78239  -0.114
C: 1.94484 -1.29610 0.73415  -0.098
H: 0.60223 -0.53923 2.44074  0.113
H: -0.33639 -2.80853 0.40620  0.113
H: -2.54955 -1.85570 0.97256  0.079
H: -2.00696 -3.00463 2.25601  0.087
H: -1.88699 -1.24876 2.56871  0.081
H: 1.74927 -1.61154 -0.30057  0.074
H: 2.65298 -1.90477 1.27998  0.074
H: 2.31377 -0.26808 0.76572  0.057

Maximum force in eV/A: 3.422
ΔE to the lowest compared entry with this formula, charge and spin in kcal per mole: 41.06
Orbital gap in eV: 8.09
Molar mass in g/mol: 114.212
HOMO in eV: -12.91
Net charge: +1

=====

[5]
The molecule C7H16N2, computed with ωB97M-V/def2-TZVPD.

Each line ends with the Löwdin charge.
Element x y z (Å)
C: -0.00290 0.52998 0.25937  -0.497
C: -1.71500 0.52960 0.14240  -0.434
C: 0.41181 -0.73444 -0.45341  -0.148
C: 0.54017 1.79918 -0.41330  -0.064
C: 0.37134 0.52479 1.74851  -0.057
N: -2.40817 -0.69402 0.43144  0.034
N: -2.24087 0.94399 -1.12334  0.035
C: 2.04958 -0.95035 -0.42935  -0.126
C: 2.60025 -2.15413 -0.62242  -0.027
H: -2.01454 1.26942 0.89113  0.130
H: -2.01848 0.27508 -1.85021  0.064
H: -2.23649 -1.37700 -0.30116  0.070
H: -2.05926 -1.10626 1.29298  0.068
H: -3.25680 0.95754 -1.04186  0.081
H: 0.12236 -0.72947 -1.50720  0.109
H: 0.01846 -1.62564 0.04582  0.098
H: 2.71948 -0.10420 -0.28813  0.083
H: 1.60991 1.92802 -0.22349  0.072
H: 0.40531 1.76160 -1.49899  0.081
H: 0.02879 2.68993 -0.03302  0.086
H: 1.45342 0.60701 1.88914  0.080
H: -0.08384 1.38032 2.26115  0.084
H: 0.03862 -0.38983 2.24680  0.079
H: 3.67869 -2.28675 -0.67645  0.048
H: 1.98819 -3.04435 -0.74641  0.053

Maximum force in eV/A: 3.624
Structure (SMILES): C=CCC(C)(C)C(N)N
ΔE to the lowest compared entry with this formula, charge and spin in kcal per mole: 36.97
Orbital gap in eV: 9.99
Molar mass in g/mol: 128.219
HOMO in eV: -9.08
Net charge: 0

=====

[6]
The molecule C7H16N2P2, computed with ωB97M-V/def2-TZVPD.

Each line ends with the Löwdin charge.
Element x y z (Å)
C: -0.43258 -0.33494 1.71443  -0.662
C: 3.00385 -0.55855 -1.09524  -0.085
C: 4.24621 1.50455 -0.20910  -0.110
C: -2.47095 0.39931 -1.07767  -0.070
C: -4.38411 -1.14265 -0.12557  -0.050
C: 3.45787 0.31168 0.10947  -0.586
C: -2.96048 -0.53112 0.09032  -0.480
N: 2.18943 0.75161 0.71060  -0.295
N: -2.93637 0.36191 1.23195  -0.354
P: 1.25556 -0.14295 1.58501  0.724
P: -1.57025 0.86052 2.05795  0.779
H: 1.98128 -0.20401 -1.31293  0.069
H: 3.54863 -0.29916 -2.01703  0.066
H: 3.07562 -1.65360 -1.00769  0.071
H: 5.28478 1.21577 -0.28285  0.073
H: 4.01641 2.26631 0.61422  0.104
H: 3.84127 1.86942 -1.15188  0.076
H: -1.76741 1.07491 -0.58004  0.028
H: -1.75614 -0.17115 -1.80865  0.107
H: -3.32964 0.92349 -1.47324  0.064
H: -4.06873 -2.03096 -0.56586  0.052
H: -5.07931 -0.69769 -0.83414  0.081
H: -4.83591 -1.33187 0.76011  0.033
H: 4.01424 -0.30858 0.93325  0.140
H: -2.27006 -1.40954 0.33153  0.123
H: -3.90448 0.67697 1.54966  0.111
H: 1.85127 -1.39969 1.85337  -0.009

Maximum force in eV/A: 3.926
Structure (SMILES): CC(C)N=[PH]=C=PNC(C)C
ΔE to the lowest compared entry with this formula, charge and spin in kcal per mole: 23.73
Orbital gap in eV: 7.81
Molar mass in g/mol: 190.167
HOMO in eV: -7.88
Net charge: 0